# 1
26
Properties=species:S:1:pos:R:3:forces:R:3:lowdin_charge:R:1 method="wB97M-V/def2-TZVPD" charge=0 mol_weight_g_mol=244.23 e_tot_ev=-33601.07170 homo_lumo_gap_ev=9.6 lumo_ev=0.581 spin_multiplicity=1 e_above_lowest_kj_mol=0.0
O 4.60546 -0.38766 -0.43143 0.5 0.6 0.4 -0.37
S 3.29268 -0.63497 -0.93235 -0.2 -0.5 -0.1 0.95
O 2.49519 0.76448 -1.25722 -0.2 -0.8 0.6 -0.32
C 1.97100 1.46547 -0.11820 -0.2 0.8 0.4 -0.20
C 0.74053 0.86634 0.60616 -0.1 -0.4 0.0 -0.11
C 0.13228 -0.47703 0.14029 0.0 -0.4 0.2 -0.29
C -0.81496 -0.29931 -1.05360 0.5 0.1 -0.1 -0.14
C -2.20051 0.35325 -0.79217 -0.8 -0.2 -0.1 -0.10
C -2.63795 0.46595 0.62891 -0.4 0.6 -1.3 -0.24
F -2.76673 1.71484 1.13105 1.5 0.5 0.5 0.07
C -2.93264 -0.52855 1.43683 0.2 0.9 -0.3 -0.38
F -2.51145 -0.57988 2.65943 -0.7 0.1 1.9 0.18
F -3.68653 -1.52118 1.10607 0.1 -2.2 -0.5 0.19
C 1.18530 -1.59988 -0.13039 -0.9 1.8 0.3 -0.21
O 2.43868 -1.12883 0.41509 0.2 -0.5 -1.4 -0.31
H 2.77702 1.63729 0.59909 0.0 -0.2 -0.1 0.12
H 1.68998 2.45270 -0.48556 0.2 -0.1 -0.3 0.12
H 1.00581 0.76814 1.65953 0.0 0.0 0.0 0.12
H -0.08060 1.58815 0.56741 0.1 0.1 0.0 0.11
H -0.42746 -0.85053 0.99999 -0.2 0.2 -0.1 0.12
H -0.92843 -1.25667 -1.57116 -0.2 0.0 0.2 0.11
H -0.28707 0.33318 -1.77683 0.0 -0.1 0.0 0.12
H -2.23666 1.35504 -1.21958 -0.1 -0.1 -0.1 0.12
H -2.95295 -0.26363 -1.29549 0.0 0.2 -0.3 0.12
H 1.26642 -1.70703 -1.21701 0.1 -0.4 0.1 0.09
H 0.86359 -2.52968 0.33113 0.4 -0.1 0.0 0.13

# 2
20
Properties=species:S:1:pos:R:3:forces:R:3:lowdin_charge:R:1 method="wB97M-V/def2-TZVPD" charge=0 mol_weight_g_mol=121.18 e_tot_ev=-9957.20620 homo_lumo_gap_ev=8.8 lumo_ev=0.683 spin_multiplicity=1 e_above_lowest_kj_mol=571.0
C 0.43846 0.11812 0.77538 0.8 -1.2 -1.3 -0.11
C 0.46077 1.37261 1.56274 2.3 0.4 0.3 -0.13
C 2.36579 0.55742 2.90037 2.3 -0.1 0.6 -0.05
C -1.48518 -0.97980 -2.06876 1.0 -2.1 0.8 -0.18
C -1.46541 -1.43166 -0.61089 -1.2 -0.1 3.9 -0.14
C -0.38387 0.04157 -1.76978 2.3 -3.1 -0.8 -0.12
C 1.09923 -0.93769 0.32592 -0.4 1.0 0.9 0.09
C -0.14787 -0.62340 -0.41621 -0.1 0.2 0.6 -0.37
N 1.75003 1.52796 2.34670 1.2 3.5 -1.3 -0.18
H 0.41189 2.33590 1.02631 -0.4 -0.8 -0.4 0.13
H -0.25511 1.39376 2.31361 -1.9 -0.1 1.1 0.09
H 3.44197 0.96393 3.20008 -2.0 -0.6 -0.1 0.03
H -1.39416 -1.92204 -2.69892 0.9 1.6 0.2 0.13
H -2.26541 -0.45716 -2.42432 -3.5 1.2 -1.0 0.05
H -2.29983 -0.97728 0.13491 1.6 -1.0 -1.9 0.14
H -1.36077 -2.53705 -0.30923 -0.3 1.5 -0.9 0.12
H 0.39882 -0.04673 -2.50057 0.8 0.3 -0.2 0.10
H -0.56294 1.03896 -1.55175 -1.3 2.0 -0.4 0.09
H 1.96315 -1.59288 0.48646 -0.5 0.5 -0.3 0.11
H 2.21554 2.58958 2.26193 -1.6 -3.3 0.1 0.19

# 3
23
Properties=species:S:1:pos:R:3:forces:R:3:lowdin_charge:R:1 method="wB97M-V/def2-TZVPD" charge=+1 mol_weight_g_mol=167.19 e_tot_ev=-15540.88130 homo_lumo_gap_ev=8.8 lumo_ev=-3.294 spin_multiplicity=1 e_above_lowest_kj_mol=276.9
C -2.40627 -0.85123 -2.28301 0.1 -0.6 0.2 -0.03
C -1.62562 0.15467 -1.67276 0.4 -0.2 0.6 0.00
C -2.14127 -1.99989 -1.59720 -0.6 0.4 -0.8 -0.08
C -0.93636 -0.46548 -0.66020 -0.3 0.6 -0.8 -0.24
C -0.83083 1.41232 1.46904 1.8 -1.8 -2.5 0.00
C 1.89107 -0.26098 1.63825 0.0 0.1 0.1 -0.14
C 2.36701 0.53460 0.42190 0.7 -0.4 0.5 -0.06
C 0.04372 0.03098 0.30334 -1.8 1.7 2.1 -0.26
N 0.72738 -0.91039 1.07332 0.3 -0.3 -0.2 0.04
N 1.08295 0.96512 -0.20011 -0.2 0.5 -0.1 0.12
O -0.34597 2.48494 1.30310 -0.3 0.4 0.4 0.06
O -1.26179 -1.77714 -0.61552 0.6 0.0 0.5 0.07
H -3.06633 -0.73387 -3.11615 -0.2 0.0 -0.2 0.11
H -1.59550 1.19201 -1.94399 0.0 0.2 0.0 0.12
H -2.50271 -3.00253 -1.71258 0.0 -0.2 0.1 0.14
H -1.65241 1.13440 2.12152 -0.4 0.0 0.3 0.12
H 2.61997 -0.99811 1.97163 0.0 0.1 -0.1 0.14
H 1.64336 0.40614 2.47609 0.1 0.0 0.0 0.13
H 2.99251 1.38961 0.67082 -0.1 0.0 -0.1 0.14
H 2.89634 -0.12677 -0.26505 -0.1 0.1 0.0 0.14
H 0.17486 -1.51276 1.66452 0.0 0.0 -0.1 0.16
H 0.80318 1.92340 0.17322 0.1 -0.4 -0.2 0.14
H 1.12272 1.01097 -1.22017 -0.1 -0.1 0.1 0.19

# 4
25
Properties=species:S:1:pos:R:3:forces:R:3:lowdin_charge:R:1 method="wB97M-V/def2-TZVPD" charge=+1 mol_weight_g_mol=215.25 e_tot_ev=-28419.18724 homo_lumo_gap_ev="6.3 / 6.3" lumo_ev="-6.333 / -6.331" spin_multiplicity=1 e_above_lowest_kj_mol=593.2 smiles="COc1[n+]#cc(C)cc1N=[S@@](C)(=O)O"
C -0.47382 3.38512 0.20946 1.6 3.6 1.2 -0.06
O -0.88442 2.08620 0.09246 -0.4 -2.9 -0.5 -0.06
C 0.13053 1.18540 0.06797 -1.2 1.2 0.7 -0.25
N 1.32695 1.66041 -0.17593 5.2 -2.0 -0.9 0.20
C 2.31998 0.91696 -0.27482 -3.4 0.1 0.7 0.24
C 2.53546 -0.44616 -0.04026 1.8 2.2 0.1 -0.19
C 3.71053 -1.37305 -0.05646 -0.5 2.5 -1.6 0.02
C 1.28551 -0.86486 0.29378 -0.5 -3.1 0.6 0.04
C 0.06765 -0.22627 0.33301 0.2 2.1 -0.6 -0.26
N -1.03888 -0.90270 0.54973 -1.9 -1.8 0.5 -0.10
S -2.43728 -0.46730 0.07668 0.6 1.9 -0.6 0.80
C -3.39489 -1.87509 -0.40603 -3.1 2.4 4.5 -0.08
O -3.14175 0.44184 0.93399 -0.1 -1.1 -0.7 -0.24
O -2.14420 0.22124 -1.37598 -0.4 -0.6 0.7 -0.15
H -1.12761 4.21310 -0.16695 0.0 -1.5 -0.2 0.13
H 0.53596 3.49690 -0.27060 -1.0 0.4 0.4 0.10
H -0.37502 3.60233 1.29755 0.2 0.0 -0.6 0.12
H 3.71494 -1.75073 -1.04595 0.1 -0.7 -1.2 0.09
H 3.47461 -2.18116 0.56221 0.5 -1.0 1.4 0.08
H 4.62345 -0.78803 -0.01198 0.3 -0.5 0.9 0.11
H 1.28960 -1.95606 0.55122 -0.4 1.0 -0.3 0.18
H -3.03480 -2.76061 -0.06426 1.6 -2.3 1.6 0.04
H -4.47839 -1.78029 0.02208 2.1 0.3 -0.4 0.14
H -3.54117 -2.02709 -1.36489 -0.1 0.2 -5.1 0.02
H -1.26776 0.66161 -1.30286 -1.0 -0.2 -0.5 0.07

# 5
25
Properties=species:S:1:pos:R:3:forces:R:3:lowdin_charge:R:1 method="wB97M-V/def2-TZVPD" charge=-1 mol_weight_g_mol=199.19 e_tot_ev=-19643.19167 homo_lumo_gap_ev="7.2 / 6.7" lumo_ev="3.206 / 3.206" spin_multiplicity=1 e_above_lowest_kj_mol=242.8
C -2.62755 0.43118 0.21246 -0.7 0.4 -1.0 -0.30
C -1.39191 -0.05215 0.00670 0.6 0.9 -0.4 -0.08
C -2.53385 -1.67081 1.04004 1.1 -1.2 -0.6 -0.55
C 1.84025 -0.65686 0.78500 -1.9 1.4 -0.4 -0.60
C -3.35589 1.64860 -0.33025 0.3 -0.4 1.1 -0.06
C 2.85806 -1.06197 -1.60888 -0.3 3.1 -0.9 -0.03
C 3.74599 1.84860 0.47556 -0.4 -0.1 0.6 -0.04
C 2.74529 -0.22506 -0.35882 -0.1 -1.5 0.8 -0.24
N -3.36721 -0.60906 0.83841 -1.8 3.0 -0.5 0.12
N -1.26729 -1.26528 0.60861 -2.7 0.6 -0.1 0.15
O 1.30344 0.34169 1.41207 1.5 -2.3 -0.6 -0.08
O -2.82445 -2.79494 1.37738 -0.6 -1.0 0.9 0.01
O 1.47324 -1.88799 0.77548 0.6 1.7 0.3 -0.10
O 3.40876 0.89631 -0.40631 0.6 1.1 -0.1 -0.07
H -2.59858 2.31582 -0.73294 -0.2 0.3 0.1 0.07
H -4.00583 2.15432 0.42630 0.9 -0.2 -0.2 0.08
H -4.06264 1.41654 -1.10498 -0.2 -0.4 -0.8 0.05
H 2.53676 -0.37271 -2.47758 0.8 -0.9 0.9 0.10
H 3.83897 -1.47203 -1.79766 0.4 -0.1 -0.1 0.07
H 2.13196 -1.80551 -1.59394 -1.1 -1.5 0.3 0.04
H -0.55038 0.23545 -0.61461 -0.3 0.8 0.5 0.13
H 4.13675 2.76592 0.05479 0.1 -0.4 -0.4 0.03
H 3.35199 1.89457 1.49001 -0.2 -0.5 -0.5 0.05
H -4.42488 -0.40332 0.83113 2.6 -1.7 0.5 0.19
H -0.36102 -1.67128 0.69203 1.0 -1.1 0.6 0.08

# 6
22
Properties=species:S:1:pos:R:3:forces:R:3:lowdin_charge:R:1 method="wB97M-V/def2-TZVPD" charge=+1 mol_weight_g_mol=167.26 e_tot_ev=-22281.60767 homo_lumo_gap_ev="6.5 / 6.5" lumo_ev="-6.481 / -6.463" spin_multiplicity=1 e_above_lowest_kj_mol=15.8
C 1.50487 1.79994 -0.82733 -0.1 -0.1 0.1 0.00
C 1.20691 0.56225 -1.32502 0.0 0.0 0.0 -0.01
C 0.02915 1.41298 1.04520 0.2 0.2 -0.1 0.00
C 0.91728 2.25942 0.36550 -0.2 -0.5 -0.2 -0.22
C 0.30948 -0.28615 -0.63734 0.4 1.1 0.3 -0.32
C -0.27045 0.16024 0.56495 0.0 -0.2 -0.2 0.03
C 1.26035 3.60784 0.86589 0.1 0.2 0.1 -0.02
C -2.21853 -4.16149 0.65277 0.0 -0.2 0.3 -0.04
N 0.01283 -1.52105 -1.13481 0.3 -0.5 -0.9 -0.39
N -1.95505 -3.21573 -0.13363 0.2 0.6 -0.6 0.01
S 0.60328 -2.10985 -2.50012 -0.6 -0.4 0.7 0.91
H 2.19858 2.44004 -1.35257 0.0 0.0 -0.1 0.13
H 1.65239 0.21951 -2.24663 0.0 0.1 0.0 0.08
H -0.41525 1.75853 1.96536 -0.1 0.0 0.1 0.13
H 1.17622 4.34041 0.06447 -0.1 0.1 0.0 0.10
H 0.63618 3.90773 1.70174 0.0 0.1 0.0 0.09
H 2.30437 3.62344 1.18484 0.0 0.0 0.1 0.11
H -1.47990 -4.43436 1.39433 0.1 -0.1 0.1 0.08
H -3.14378 -4.73047 0.65990 -0.1 0.0 -0.2 0.09
H -0.68643 -2.13636 -0.59314 0.1 -0.1 -0.1 0.04
H -2.68867 -3.01466 -0.81267 -0.2 -0.2 0.1 0.08
H -0.95384 -0.48222 1.09831 -0.1 -0.1 0.1 0.12